1.
Molecular formula: C5H15NP
Method: DFT, ωB97M-V with the def2-TZVPD basis set

Cartesian coordinates (Å):
C: -1.360 2.639 -0.473
C: 0.617 -2.263 1.445
C: -0.374 1.395 -0.176
C: -1.281 0.153 -0.234
C: 0.890 -1.552 0.031
N: -1.947 -0.182 -1.298
P: 2.365 -0.704 0.099
H: -1.233 3.634 -0.016
H: -1.420 2.786 -1.474
H: -2.328 2.353 -0.125
H: -0.468 -2.056 1.707
H: 0.921 -3.376 1.364
H: 1.161 -1.771 2.323
H: 0.427 1.390 -0.948
H: 0.136 1.432 0.779
H: -1.396 -0.173 0.804
H: 0.739 -2.229 -0.937
H: -2.672 -0.819 -1.215
H: 2.609 0.141 1.233
H: -1.865 0.244 -2.172
H: 2.788 0.236 -0.935
H: 3.691 -1.279 0.219

Results
Net charge = +1
Kohn-Sham gap (spin up / spin down) = 7.599 / 7.598 eV

Charges computed using Löwdin, reported in e: number 1, C, carries -0.0485; number 2, C, carries -0.2071; number 3, C, carries -0.1842; number 4, C, carries -0.0850; number 5, C, carries -0.5458; number 6, N, carries 0.2301; number 7, P, carries 0.7992; number 8, H, carries 0.0960; number 9, H, carries 0.0311; number 10, H, carries 0.0608; number 11, H, carries 0.0502; number 12, H, carries 0.0919; number 13, H, carries 0.0674; number 14, H, carries 0.0993; number 15, H, carries 0.0938; number 16, H, carries 0.1362; number 17, H, carries 0.0938; number 18, H, carries 0.1199; number 19, H, carries -0.0018; number 20, H, carries 0.1311; number 21, H, carries -0.0049; number 22, H, carries -0.0235

2.
Molecular formula: C5H15NP
Method: DFT, ωB97M-V with the def2-TZVPD basis set

Cartesian coordinates (Å):
C: -1.610 0.175 -1.789
C: -0.490 0.778 -0.995
P: 0.017 0.216 0.611
C: 0.750 1.659 1.643
C: -1.278 -0.814 1.295
N: 1.468 -0.683 0.068
C: 1.163 -1.909 -0.691
H: -1.602 0.639 -2.756
H: -1.309 -0.826 -1.910
H: -2.684 0.176 -1.569
H: -0.688 1.831 -0.896
H: 0.410 0.861 -1.603
H: 1.095 2.322 0.845
H: 1.574 1.337 2.287
H: -0.023 2.220 2.189
H: -1.226 -1.857 0.765
H: -2.113 -0.225 1.200
H: -1.215 -0.874 2.354
H: 2.327 -0.554 0.547
H: 1.462 -1.695 -1.783
H: 1.836 -2.690 -0.465
H: 0.058 -1.961 -0.559

Results
Net charge = +1
Kohn-Sham gap = 10.692 eV
SMILES string = CCP(C)(C)=[NH+]C

Charges computed using Löwdin, reported in e: number 1, C, carries -0.1136; number 2, C, carries -0.3550; number 3, P, carries 0.9523; number 4, C, carries -0.1129; number 5, C, carries -0.1478; number 6, N, carries -0.2155; number 7, C, carries -0.1187; number 8, H, carries 0.0847; number 9, H, carries 0.0466; number 10, H, carries 0.0987; number 11, H, carries 0.0902; number 12, H, carries 0.1095; number 13, H, carries 0.0526; number 14, H, carries 0.0599; number 15, H, carries 0.0648; number 16, H, carries 0.1156; number 17, H, carries 0.0311; number 18, H, carries 0.0549; number 19, H, carries 0.0750; number 20, H, carries 0.1143; number 21, H, carries 0.0711; number 22, H, carries 0.0423

What are the relative energies? In hartree: 1 0.1176; 2 0.0000.

1.
Molecular formula: C10H16O
Method: DFT, ωB97M-V with the def2-TZVPD basis set

Cartesian coordinates (Å):
C: 1.079 -1.779 -1.633
C: 0.135 -0.644 -1.350
C: -0.313 0.305 -2.266
C: -0.979 1.433 -1.807
C: -1.663 1.379 -0.590
O: -2.494 2.409 -0.242
C: -1.615 0.212 0.185
C: -0.583 -0.694 -0.160
H: 1.018 -2.191 -2.639
H: 0.956 -2.568 -0.892
H: 2.085 -1.387 -1.474
H: -0.251 0.169 -3.335
H: -1.150 2.235 -2.524
H: -2.233 3.201 -0.723
H: -2.087 0.062 1.145
H: -0.566 -1.550 0.495
C: 1.870 -1.520 3.234
C: 1.808 -1.055 1.767
C: 1.546 0.398 1.538
H: 0.844 -1.737 3.616
H: 2.007 -0.580 3.832
H: 2.574 -2.315 3.423
H: 2.864 -1.349 1.471
H: 1.352 -1.777 1.131
H: 0.521 0.685 1.213
H: 1.544 0.953 2.467
H: 2.222 0.755 0.765

Results
Net charge = 0
Kohn-Sham gap = 9.228 eV
SMILES string = Cc1ccc(O)cc1.CCC

Charges computed using Löwdin, reported in e: number 1, C, carries -0.0475; number 2, C, carries -0.2805; number 3, C, carries -0.0405; number 4, C, carries -0.0298; number 5, C, carries -0.3231; number 6, O, carries 0.0408; number 7, C, carries -0.0109; number 8, C, carries -0.1070; number 9, H, carries 0.0794; number 10, H, carries 0.0697; number 11, H, carries 0.0801; number 12, H, carries 0.1141; number 13, H, carries 0.1142; number 14, H, carries 0.1008; number 15, H, carries 0.1171; number 16, H, carries 0.1085; number 17, C, carries -0.1147; number 18, C, carries -0.3342; number 19, C, carries -0.1086; number 20, H, carries 0.0722; number 21, H, carries 0.0732; number 22, H, carries 0.0607; number 23, H, carries 0.1142; number 24, H, carries 0.0469; number 25, H, carries 0.0562; number 26, H, carries 0.0675; number 27, H, carries 0.0813

2.
Molecular formula: C10H16O
Method: DFT, ωB97M-V with the def2-TZVPD basis set

Cartesian coordinates (Å):
C: -0.385 2.724 -1.208
C: -0.261 1.326 -1.626
C: -1.497 0.531 -1.865
C: -1.390 -0.821 -2.136
C: -0.130 -1.417 -2.178
O: 0.007 -2.824 -2.610
C: 1.069 -0.738 -1.948
C: 0.964 0.692 -1.702
H: 0.587 3.198 -1.304
H: -0.571 2.774 -0.101
H: -1.183 3.299 -1.799
H: -2.397 1.068 -1.757
H: -2.230 -1.360 -2.301
H: -0.881 -3.209 -2.422
H: 1.984 -1.307 -2.108
H: 1.910 1.225 -1.496
C: 0.623 0.799 2.852
C: 0.054 -0.489 2.165
C: 0.482 -1.709 2.781
H: 1.503 0.937 2.461
H: 0.628 0.587 3.825
H: -0.004 1.644 2.447
H: -1.051 -0.362 2.065
H: 0.439 -0.438 1.046
H: 1.416 -2.192 2.150
H: 0.731 -1.547 3.835
H: -0.416 -2.389 2.934

Results
Net charge = 0
Kohn-Sham gap = 9.404 eV
SMILES string = Cc1ccc(O)cc1.CCC

Charges computed using Löwdin, reported in e: number 1, C, carries -0.0847; number 2, C, carries -0.3014; number 3, C, carries 0.0033; number 4, C, carries -0.0375; number 5, C, carries -0.2575; number 6, O, carries -0.0272; number 7, C, carries -0.0078; number 8, C, carries -0.0494; number 9, H, carries 0.0673; number 10, H, carries 0.0888; number 11, H, carries 0.1093; number 12, H, carries 0.0905; number 13, H, carries 0.0747; number 14, H, carries 0.0949; number 15, H, carries 0.1136; number 16, H, carries 0.1143; number 17, C, carries -0.0762; number 18, C, carries -0.3648; number 19, C, carries -0.1747; number 20, H, carries 0.0048; number 21, H, carries 0.0212; number 22, H, carries 0.0926; number 23, H, carries 0.1040; number 24, H, carries 0.1188; number 25, H, carries 0.1368; number 26, H, carries 0.0594; number 27, H, carries 0.0867

3.
Molecular formula: C10H16O
Method: DFT, ωB97M-V with the def2-TZVPD basis set

Cartesian coordinates (Å):
C: -2.625 1.263 1.516
C: -1.135 0.865 1.698
C: -0.822 -0.196 2.525
C: 0.532 -0.612 2.698
C: 1.444 0.126 1.996
O: 2.823 -0.207 1.945
C: 1.039 1.157 1.031
C: -0.187 1.617 0.887
H: -2.777 2.069 0.773
H: -3.117 1.133 2.528
H: -3.048 0.380 0.916
H: -1.619 -0.820 3.005
H: 0.755 -1.394 3.363
H: 3.269 0.249 2.664
H: 1.917 1.540 0.481
H: -0.544 2.461 0.263
C: 0.498 -1.951 -1.804
C: 0.935 -0.829 -2.740
C: -0.278 0.146 -3.119
H: 0.715 -1.581 -0.834
H: -0.538 -2.398 -1.866
H: 1.233 -2.750 -1.824
H: 1.751 -0.151 -2.347
H: 1.372 -1.185 -3.805
H: -0.984 -0.420 -3.808
H: -0.689 0.569 -2.220
H: 0.082 0.920 -3.923

Results
Net charge = 0
Kohn-Sham gap = 9.520 eV
SMILES string = Cc1ccc(O)cc1.CCC

Charges computed using Löwdin, reported in e: number 1, C, carries -0.0689; number 2, C, carries -0.2751; number 3, C, carries -0.0605; number 4, C, carries -0.0142; number 5, C, carries -0.2810; number 6, O, carries -0.0108; number 7, C, carries -0.0527; number 8, C, carries -0.0577; number 9, H, carries 0.0699; number 10, H, carries 0.0886; number 11, H, carries 0.0910; number 12, H, carries 0.1267; number 13, H, carries 0.0983; number 14, H, carries 0.0949; number 15, H, carries 0.1224; number 16, H, carries 0.1246; number 17, C, carries -0.1370; number 18, C, carries -0.3230; number 19, C, carries -0.1407; number 20, H, carries 0.0345; number 21, H, carries 0.0960; number 22, H, carries 0.0595; number 23, H, carries 0.0970; number 24, H, carries 0.1259; number 25, H, carries 0.0726; number 26, H, carries 0.0331; number 27, H, carries 0.0865

4.
Molecular formula: C10H16O
Method: DFT, ωB97M-V with the def2-TZVPD basis set

Cartesian coordinates (Å):
C: -2.772 1.777 0.677
C: -2.138 0.719 -0.220
C: -0.662 0.752 -0.028
C: 0.141 1.429 -0.922
C: 1.533 1.570 -0.734
C: 2.090 0.955 0.361
O: 3.258 1.326 0.939
C: 1.334 0.063 1.122
C: -0.014 -0.030 0.968
H: -3.570 2.250 0.076
H: -1.998 2.501 0.903
H: -3.071 1.338 1.659
H: -2.514 -0.279 0.113
H: -2.491 0.500 -1.252
H: -0.329 1.847 -1.804
H: 2.078 2.340 -1.333
H: 3.818 1.905 0.406
H: 1.845 -0.618 1.811
H: -0.610 -0.624 1.659
C: -0.520 -3.034 -0.641
C: -1.210 -4.217 -1.290
H: -1.338 -2.548 0.006
H: 0.254 -3.296 0.068
H: -0.230 -2.200 -1.274
H: -1.632 -4.885 -0.530
H: -1.942 -3.996 -2.143
H: -0.428 -4.862 -1.735

Results
Net charge = 0
Kohn-Sham gap = 9.133 eV
SMILES string = CCc1ccc(O)cc1.CC

Charges computed using Löwdin, reported in e: number 1, C, carries -0.0912; number 2, C, carries -0.2470; number 3, C, carries -0.2810; number 4, C, carries -0.0461; number 5, C, carries -0.0216; number 6, C, carries -0.3454; number 7, O, carries 0.0498; number 8, C, carries -0.0292; number 9, C, carries -0.0468; number 10, H, carries 0.0766; number 11, H, carries 0.0670; number 12, H, carries 0.0877; number 13, H, carries 0.0985; number 14, H, carries 0.1215; number 15, H, carries 0.1127; number 16, H, carries 0.1247; number 17, H, carries 0.1103; number 18, H, carries 0.1256; number 19, H, carries 0.1193; number 20, C, carries -0.1908; number 21, C, carries -0.1906; number 22, H, carries 0.0706; number 23, H, carries 0.0606; number 24, H, carries 0.0594; number 25, H, carries 0.0594; number 26, H, carries 0.0891; number 27, H, carries 0.0571

What are the relative energies? In hartree: 1 0.0176; 2 0.0363; 3 0.0285; 4 0.0000.